# 1
Below is a structure of composition C28H24N2O4PS4Tl at a distorted geometry, with properties calculated with ωB97M-V with the def2-TZVPD basis set.

Computed properties:
- relative energy (zero: lowest compared OMol25 entry of this formula, charge and spin) (kcal/mol) = 66.82
- charge = -2
- frontier orbital gap (eV) = 6.0
- E_HOMO (eV) = -2.3

Last column: natural (NBO) charge in e.
CARTESIAN COORDINATES (ANGSTROEM)
Tl1 1.59258 -1.92612 -1.25227  0.800
C1 6.91470 3.80425 0.46695  -0.649
C2 6.26499 2.46871 0.49457  -0.034
C3 4.81675 2.32379 0.37680  -0.267
C4 4.35192 0.80201 0.00219  -0.417
C5 5.37683 -0.18675 0.22506  -0.203
C6 6.71849 -0.02058 0.55689  -0.224
C7 7.08919 1.36129 0.55006  -0.207
S1 4.87590 -1.86028 -0.04514  2.320
O1 5.74626 -2.60114 0.82889  -0.994
O2 4.79662 -2.16725 -1.46920  -0.986
N1 3.36357 -1.89737 0.41499  -1.125
C8 2.95957 -2.39656 1.68628  -0.336
C9 1.37386 -2.36496 1.70981  0.762
O3 0.80532 -2.97267 2.63247  -0.693
O4 0.78731 -1.55321 0.87701  -0.867
H1 6.20212 4.68692 0.65239  0.222
H2 7.39517 4.13250 -0.48015  0.220
H3 7.73639 3.76372 1.27723  0.214
H4 4.43158 2.75100 1.34139  0.229
H5 3.57622 0.58407 0.72599  0.296
H6 7.37612 -0.81729 0.46870  0.239
H7 8.11654 1.50524 0.63175  0.185
H8 3.23689 -1.71332 2.55584  0.173
H9 3.34269 -3.41946 1.88378  0.197
S2 4.02726 3.45339 -0.97676  0.154
C10 3.83252 0.70143 -1.37991  0.204
N2 2.62666 1.01311 -1.77610  -0.432
C11 1.77937 1.80558 -1.06419  0.111
C12 0.36282 1.59717 -0.95368  -0.209
C13 -0.36977 2.48061 -0.19242  -0.172
C14 0.17227 3.63574 0.41489  -0.253
C15 1.51847 3.91151 0.20959  -0.240
C16 2.30410 3.04718 -0.58913  -0.134
H10 4.46096 0.23254 -2.10860  0.213
H11 -0.04592 0.66229 -1.20847  0.241
H12 -1.39810 2.19858 -0.05795  0.226
H13 -0.34372 4.11700 1.22894  0.209
H14 1.85013 4.84721 0.70241  0.212
S3 -3.37372 -2.09980 2.03916  -0.637
P1 -3.94317 -1.85890 0.15171  1.174
S4 -2.96923 -2.08102 -1.63826  -0.734
C17 -4.49702 -0.19850 -0.02734  -0.400
C18 -3.74801 0.78974 -0.70850  -0.175
C19 -4.31247 2.03284 -1.01394  -0.222
C20 -5.68079 2.19620 -0.79525  -0.232
C21 -6.37415 1.32071 -0.01343  -0.245
C22 -5.77750 0.13436 0.40101  -0.189
C23 -5.36066 -2.95121 -0.18027  -0.348
C24 -6.32656 -2.58169 -1.11967  -0.190
C25 -7.41290 -3.49338 -1.32252  -0.234
C26 -7.47636 -4.68740 -0.66637  -0.238
C27 -6.46719 -5.04627 0.25305  -0.227
C28 -5.44406 -4.17202 0.49042  -0.204
H15 -2.80202 0.54992 -1.15456  0.247
H16 -3.86366 2.84346 -1.62128  0.203
H17 -6.19916 2.93108 -1.34650  0.189
H18 -7.40264 1.44842 0.22166  0.194
H19 -6.38877 -0.66738 0.88812  0.223
H20 -6.31199 -1.59212 -1.57666  0.228
H21 -8.19828 -3.34611 -2.04855  0.191
H22 -8.37084 -5.28184 -0.78839  0.189
H23 -6.64155 -5.86402 0.94308  0.197
H24 -4.68196 -4.31488 1.27235  0.252

=====

# 2
Below is a structure of composition C4H11Br3MnNO at a distorted geometry, with properties calculated with ωB97M-V with the def2-TZVPD basis set.

Computed properties:
- multiplicity = 6
- charge = -1
- frontier orbital gap (alpha / beta) (eV) = 4.9 / 5.5
- E_HOMO (alpha / beta) (eV) = -5.8 / -5.9

Last column: Mulliken spin population.
CARTESIAN COORDINATES (ANGSTROEM)
Mn1 12.20460 21.08328 10.11474  5.123
Br1 10.19173 18.67050 7.87842  -0.042
Br2 15.72698 21.64003 8.92577  -0.039
Br3 9.89019 23.99185 10.81283  -0.049
C1 13.49787 17.21472 13.12528  0.001
C2 12.35496 17.83309 13.85211  -0.001
C3 12.25617 17.64791 15.38980  0.000
O1 11.23642 18.46837 15.97709  0.000
C4 10.94870 18.05600 17.29640  0.000
N1 12.52374 19.30154 13.75113  0.005
H1 13.48303 16.14880 13.35267  0.000
H2 14.42573 17.59086 13.55621  0.000
H3 13.41014 17.39051 12.05314  0.001
H4 11.42637 17.65762 13.30894  0.000
H5 13.25910 17.76201 15.80115  0.000
H6 12.05261 16.58462 15.51658  0.000
H7 10.04769 18.55480 17.65345  0.000
H8 11.80777 18.11935 17.96429  0.000
H9 10.60719 17.02365 17.37200  0.000
H10 13.45931 19.49583 14.07835  0.000
H11 11.97346 19.54615 14.56196  0.001

=====

For each record above, in turn, the calculated energy values are -3598.4523; -9162.0164 Ha.